Computed, not measured: a molecular structure, C3H6F4HgN2O13S4 in a non-equilibrium geometry, with ωB97M-V/def2-TZVPD.

Computed properties:
HOMO level ... -1.81 eV
Charge ... -2
ΔE to the lowest compared entry with this formula, charge and spin ... 0.0 kcal/mol

Element x y z (Å)
Hg: 22.37534 26.48323 -2.46000
N: 23.85462 24.71921 -2.36982
S: 25.06874 24.40009 -3.34589
O: 24.87279 23.32569 -4.25358
O: 26.36441 24.73549 -2.84202
F: 24.79227 25.67960 -4.31935
S: 24.03255 23.48335 -1.29544
O: 24.93319 23.82773 -0.25195
O: 24.01863 22.13832 -1.74807
F: 22.60397 23.68151 -0.66965
N: 22.01711 27.03643 -4.68728
S: 21.61226 28.54178 -5.31988
O: 20.26092 28.81833 -5.64571
O: 22.63957 29.10561 -6.12698
F: 21.77842 29.27697 -3.93833
S: 21.71460 26.12698 -5.95612
O: 22.58990 26.34267 -7.06610
O: 20.34874 25.88291 -6.26872
F: 22.25843 24.75865 -5.35898
C: 20.02303 27.11861 -1.37865
O: 20.94192 28.05023 -1.53229
O: 18.86791 27.35168 -0.95381
O: 20.40396 25.86834 -1.64898
C: 23.82906 28.18904 -0.08900
C: 24.92613 28.04702 -1.07398
O: 24.40689 28.01056 -2.41368
O: 23.22250 26.91708 0.07796
H: 23.06700 28.87416 -0.49180
H: 24.09976 28.64739 0.86792
H: 25.58743 27.19076 -0.89111
H: 25.63511 28.88746 -1.06480
H: 25.07673 27.96582 -3.10111
H: 22.48027 27.00244 0.68608

Want to see where the charge sits? The Löwdin charges in e are: Hg 1.216; N -0.352; S 0.471; O -0.256; O -0.279; F -0.231; S 0.478; O -0.274; O -0.256; F -0.169; N -0.352; S 0.501; O -0.251; O -0.280; F -0.188; S 0.438; O -0.287; O -0.267; F -0.189; C -0.918; O -0.214; O -0.089; O -0.228; C -0.257; C -0.226; O -0.117; O -0.101; H 0.116; H 0.118; H 0.126; H 0.118; H 0.094; H 0.104

Computed, not measured: 2 unconnected molecules or ions with the total composition C6H14NO4S in a non-equilibrium geometry, with ωB97M-V/def2-TZVPD.

Computed properties:
HOMO level ... -14.73 eV
Charge ... +1

Element x y z (Å)
C: 0.75765 1.91397 -0.85196
C: -0.63765 2.19981 -0.47797
C: 0.81098 0.66468 -1.66919
C: -1.36864 1.13468 -1.31050
C: -0.85975 -0.83685 -2.63000
C: 1.71768 -1.81038 2.89437
N: -0.56215 0.23830 -1.79349
O: -0.44925 0.28515 2.76223
O: -1.33808 -1.86307 2.22188
O: 1.00880 -1.47562 1.68484
O: -0.57705 -0.41177 0.39007
S: -0.35698 -0.71811 1.76638
H: 0.89831 2.71948 -1.61368
H: 1.46816 1.84395 -0.01056
H: -0.97594 2.14443 0.50336
H: -0.97887 3.26718 -0.74916
H: 1.21304 0.85151 -2.64447
H: 1.42596 -0.09256 -1.15620
H: -2.00250 -1.57634 2.97985
H: -2.36936 0.63506 -1.14893
H: -1.84797 -0.98050 -3.01772
H: -0.12983 -0.68992 -3.50333
H: -0.47443 -1.75561 -2.18113
H: 2.30406 -2.71695 2.78189
H: 0.95983 -1.95177 3.65906
H: 2.36402 -1.01875 3.11435

Want to see where the charge sits? The Löwdin charges in e are: C -0.152; C -0.121; C -0.136; C 0.068; C -0.001; C -0.029; N -0.190; O -0.213; O -0.139; O -0.244; O -0.249; S 0.553; H 0.143; H 0.145; H 0.090; H 0.162; H 0.132; H 0.148; H 0.192; H 0.185; H 0.108; H 0.143; H 0.120; H 0.108; H 0.095; H 0.081

Computed, not measured: C7H9N3 in the gas phase in a non-equilibrium geometry, with ωB97M-V/def2-TZVPD.

Computed properties:
HOMO level (alpha / beta) ... -7.74 / -7.73 eV
ΔE to the lowest compared entry with this formula, charge and spin ... 71.2 kcal/mol

Element x y z (Å)
C: 0.06279 1.07821 2.65684
C: 1.52374 -0.49354 -1.14281
C: 0.38900 0.04742 -1.58531
C: 1.65134 -1.11985 0.20384
C: 0.50640 -0.71204 1.13518
C: -0.77824 -0.44955 0.39354
C: -1.89206 0.88033 -1.25261
N: -0.48094 1.62721 3.52208
N: 0.68531 0.61733 1.63644
N: -0.77140 0.07549 -0.82199
H: 2.39920 -0.48227 -1.77152
H: 0.30375 0.50086 -2.56082
H: 1.66336 -2.21146 0.10784
H: 2.60220 -0.82490 0.65572
H: 0.36639 -1.46562 1.92664
H: -1.68013 -0.33465 0.97889
H: -2.82164 0.31612 -1.16088
H: -1.96061 1.77460 -0.62891
H: -1.76844 1.17631 -2.29214

Want to see where the charge sits? The Löwdin charges in e are: C -0.487; C -0.050; C -0.075; C -0.135; C -0.365; C 0.060; C -0.010; N 0.069; N 0.057; N -0.132; H 0.108; H 0.119; H 0.123; H 0.124; H 0.145; H 0.147; H 0.101; H 0.110; H 0.092

Computed, not measured: C3H6NO2 in the gas phase in a non-equilibrium geometry, with ωB97M-V/def2-TZVPD.

Computed properties:
HOMO level (alpha / beta) ... -10.30 / -10.28 eV
2S+1 ... 2
ΔE to the lowest compared entry with this formula, charge and spin ... 25.0 kcal/mol

Element x y z (Å)
C: -0.24730 0.20773 -0.65594
C: 0.59254 -0.27964 0.50593
C: -0.37030 -1.14084 1.50404
O: -1.38494 -1.65136 1.03582
O: 0.07536 -1.12968 2.65250
N: 0.44647 0.94823 -1.75159
H: -1.05204 0.81580 -0.22880
H: -0.76294 -0.65125 -1.11204
H: 0.65993 0.52668 1.24622
H: 1.51434 -0.82355 0.33149
H: 0.83605 1.76391 -1.27084
H: -0.30715 1.41399 -2.25679

Want to see where the charge sits? The Löwdin charges in e are: C -0.290; C -0.037; C -0.586; O 0.091; O 0.224; N -0.005; H 0.117; H 0.117; H 0.114; H 0.127; H 0.063; H 0.066

Number 1: E_tot -3351.23700 a.u.. Number 2: E_tot -990.60552 a.u.. Number 3: E_tot -436.30271 a.u.. Number 4: E_tot -323.05422 a.u..